The following is a quantum chemistry calculation of C41H45N7PReSb as an isolated structure at a distorted geometry, from OMol25.

Geometry as ORCA input:
```
! RIJCOSX wB97M-V def2-TZVPD def2/J DEFGRID3
* xyz 4 2
C -3.11290 1.48169 -2.09058
H 4.72304 -1.02911 -0.81264
C 1.92825 -4.98053 0.09889
C -0.46863 -1.09959 3.09537
C -3.36179 -3.12697 -1.83948
N 1.60687 -0.18912 -1.74199
C 2.89280 -0.95862 -3.62475
H 2.59422 -3.82841 4.55822
C 2.69373 -0.38912 -0.97733
C -0.60036 -2.67401 -2.22995
C 3.99844 -1.18282 -2.82749
N -1.35627 -1.71638 -1.40543
H 2.50299 4.13113 -1.03962
H 2.13578 -5.48636 2.77035
H -1.39211 2.09763 3.78728
H -1.56289 -1.33822 6.28645
C 1.06826 4.64963 0.54245
N -2.38544 -3.99551 -1.26065
H 2.88900 -1.42181 3.93181
H -1.37102 -4.34651 0.50424
H 0.82170 2.17366 3.54245
P -0.46385 1.04431 1.24120
H 0.44201 -2.68015 -1.90405
H -4.26546 -3.12381 -1.23120
C 3.48087 3.87359 0.84933
H -0.46122 2.16631 -3.35077
H 0.80430 0.64234 -4.63704
H -2.74420 -1.34369 -2.93544
C -0.70257 0.25359 2.86618
C -1.50901 0.46559 5.13190
H -2.21593 2.44110 2.03758
C 2.49114 -3.51433 3.53091
H -0.28697 -2.29550 0.27917
H 2.92538 -1.15018 -4.68648
H 1.13736 -5.69364 0.32444
C -0.77366 -1.66696 4.32243
N -1.85179 2.03405 1.18152
C 0.57036 -0.20343 -3.98476
H -1.54597 3.57766 -3.31018
H 2.84515 -5.56224 -0.01553
C 3.88496 -0.88410 -1.47709
H -3.62294 -3.48473 -2.83505
H -4.19012 3.28796 1.06565
C -2.74156 -1.69175 -1.90158
C -4.71072 2.83875 -0.96233
C -1.30797 -0.89165 5.33908
H -1.85251 -1.49557 0.62807
H -0.57781 5.64195 -2.25893
C -0.02561 3.60848 -1.81531
H -0.36909 0.00678 -3.45102
H -0.51441 -4.79246 -1.61607
C 2.64934 -2.17209 3.19224
C 1.34773 2.62873 2.71175
H -5.63433 3.39600 -0.94968
N 0.34341 2.70276 -0.93274
Re -0.35607 0.52808 -1.10910
C 2.30634 3.96165 0.01340
H -3.33331 -1.01066 -1.28865
N -2.31113 1.41798 -1.00598
C -0.52025 3.23560 -3.16424
H -0.04902 -1.71485 2.31706
C 1.72334 -0.45943 -3.06413
C 3.49682 3.79796 2.21100
H 4.41523 4.05426 0.33402
H -1.90009 1.08395 5.92465
C 0.87718 2.27073 1.43696
C 2.43943 3.40501 3.06142
H 0.41428 -1.05785 -4.64513
H -1.49794 -4.51143 -3.05675
C 2.11584 -4.00907 1.20751
H 0.09312 6.50778 -0.03060
N 2.21400 -2.71617 0.90290
H 4.43186 4.04265 2.70196
C -1.22162 -4.10639 -2.08253
C -0.09092 5.01037 -1.53212
H 4.92135 -1.56327 -3.23831
C -2.04181 -3.60592 0.06814
H -4.90327 2.17649 -3.01221
C -1.21932 1.03751 3.90734
C 0.31208 5.49819 -0.34235
C 1.01176 3.12449 0.24545
H 2.57691 3.59760 4.11899
H -0.65200 -2.37582 -3.27520
C 2.48257 -1.84761 1.85911
Sb 2.86380 0.20115 1.14328
C -3.90522 2.78507 0.15522
C 2.22876 -4.43661 2.53793
H -2.93982 -3.54683 0.68245
H -0.60257 -2.72064 4.47912
H 1.11903 4.92972 1.58752
H 1.73883 -4.46939 -0.84139
C -4.30398 2.16533 -2.11606
H 0.07855 3.76559 -3.91109
C -2.70257 2.07211 0.10175
H -2.77204 0.95823 -2.97494
C -1.33608 -2.20985 -0.02018
*
```

Its total energy is -71593.4233 eV. Its frontier orbital gap (alpha / beta) is 3.282 / 3.397 eV. The LUMO energy (alpha / beta) comes out at -13.773 / -13.652 eV.